1.
A cluster of 2 separate species, C7H15NO2S in total in a non-equilibrium geometry, computed with ωB97M-V with the def2-TZVPD basis set.

Positions of all 26 atoms, in Å:
C (1.64, 1.03, 0.43)
C (0.41, 0.44, 0.91)
C (0.27, 1.82, 0.35)
C (-0.46, 2.02, -0.97)
C (0.08, 2.98, 1.34)
C (1.00, -2.01, -1.47)
C (-1.00, -2.90, 0.76)
N (-0.09, -1.10, -1.08)
O (-2.23, -0.61, -0.16)
O (-2.03, -2.57, -1.59)
S (-1.46, -1.76, -0.57)
H (2.28, 1.51, 1.31)
H (2.22, 0.78, -0.43)
H (-0.01, 0.05, 1.86)
H (-0.02, 2.91, -1.63)
H (-1.40, 2.09, -0.68)
H (-0.46, 1.12, -1.60)
H (0.91, 3.69, 1.18)
H (0.17, 2.53, 2.33)
H (-0.78, 3.57, 1.32)
H (0.97, -2.88, -0.81)
H (0.81, -2.15, -2.53)
H (1.93, -1.32, -1.27)
H (-0.56, -2.36, 1.58)
H (-1.95, -3.39, 1.08)
H (-0.27, -3.53, 0.36)

Results
Energy above the lowest of the compared OMol25 structures with the same formula, charge and spin, kcal/mol: 134.4
E, a.u.: -878.90482
Multiplicity: 1


2.
The molecule C7H15NO2S in a non-equilibrium geometry, computed with ωB97M-V with the def2-TZVPD basis set.

Positions of all 26 atoms, in Å:
C (-0.36, -1.06, -0.07)
C (-0.18, -0.38, 1.35)
C (-0.34, 0.13, -1.07)
C (-1.20, 0.36, 1.87)
C (1.08, -0.48, 2.11)
C (0.74, 1.08, -0.82)
C (-1.63, 0.85, -1.43)
N (-1.56, -1.76, -0.09)
O (1.77, -1.23, -2.61)
O (-0.08, -0.02, -3.89)
S (0.11, -0.83, -2.70)
H (0.50, -1.57, -0.46)
H (1.96, -1.57, -3.48)
H (-0.99, 1.00, 2.78)
H (-2.15, 0.39, 1.34)
H (1.93, -0.05, 1.61)
H (1.44, -1.59, 2.14)
H (0.95, -0.04, 3.10)
H (0.75, 1.86, -1.57)
H (1.79, 0.78, -0.69)
H (0.62, 1.63, 0.11)
H (-2.46, 0.53, -0.61)
H (-2.08, 0.60, -2.40)
H (-1.53, 1.97, -1.45)
H (-1.85, -1.93, 0.86)
H (-1.38, -2.69, -0.51)

Results
Energy above the lowest of the compared OMol25 structures with the same formula, charge and spin, kcal/mol: 50.5
E, a.u.: -879.03859
Multiplicity: 1


3.
A cluster of 2 separate species, C7H15NO2S in total in a non-equilibrium geometry, computed with ωB97M-V with the def2-TZVPD basis set.

Positions of all 26 atoms, in Å:
C (-1.66, -0.02, 0.98)
C (-0.94, 1.23, 1.54)
C (-0.72, 0.79, 0.18)
C (-1.88, 2.38, 1.75)
C (2.13, 0.25, -0.21)
C (1.21, -2.96, -1.50)
C (1.03, -0.69, 0.12)
N (-0.50, 1.53, -0.95)
O (-1.10, -2.00, -0.72)
O (0.22, -0.66, -2.36)
S (0.21, -1.51, -1.17)
H (-1.42, -1.09, 1.20)
H (-2.70, 0.01, 0.70)
H (-0.17, 0.98, 2.37)
H (-2.60, 2.05, 2.43)
H (-2.43, 2.61, 0.91)
H (-1.38, 3.31, 1.99)
H (3.04, -0.13, 0.32)
H (1.94, 1.32, 0.11)
H (2.28, 0.28, -1.35)
H (2.27, -2.65, -1.52)
H (1.12, -3.70, -0.68)
H (0.90, -3.32, -2.44)
H (1.27, -1.34, 0.92)
H (-0.28, 1.12, -1.89)
H (0.17, 2.19, -0.75)

Results
Energy above the lowest of the compared OMol25 structures with the same formula, charge and spin, kcal/mol: 91.1
E, a.u.: -878.97385
Multiplicity: 1


4.
The molecule C7H15NO2S in a non-equilibrium geometry, computed with ωB97M-V with the def2-TZVPD basis set.

Positions of all 26 atoms, in Å:
C (1.08, 1.19, -0.56)
C (-0.07, 0.66, 0.38)
C (-0.11, -0.83, 0.37)
C (-1.39, 1.27, -0.10)
C (0.23, 1.18, 1.79)
C (1.07, -1.60, 0.87)
C (-1.39, -1.59, 0.29)
N (0.89, 0.92, -1.95)
O (-0.52, -0.83, -3.18)
O (1.73, -1.51, -2.38)
S (0.51, -0.78, -2.15)
H (1.16, 2.26, -0.41)
H (2.03, 0.72, -0.28)
H (-1.29, 2.36, -0.15)
H (-2.20, 1.05, 0.60)
H (-1.68, 0.90, -1.08)
H (-0.53, 0.83, 2.49)
H (0.22, 2.27, 1.79)
H (1.20, 0.84, 2.15)
H (0.83, -2.04, 1.84)
H (1.95, -0.98, 0.98)
H (1.31, -2.41, 0.19)
H (-1.96, -1.45, 1.22)
H (-1.20, -2.65, 0.16)
H (-2.02, -1.25, -0.53)
H (0.13, 1.46, -2.35)

Results
Energy above the lowest of the compared OMol25 structures with the same formula, charge and spin, kcal/mol: 22.9
E, a.u.: -879.08252
Multiplicity: 1